[1]
A 2-piece molecular cluster, C6H6Si overall at a distorted geometry. Source: the OMol25 dataset; level of theory: the ωB97M-V functional and the def2-TZVPD basis.

The geometry in XYZ format:
```
13
Properties=species:S:1:pos:R:3:forces:R:3:nbo_charge:R:1
C -2.625750 -1.851098 0.129335 0.617 0.587 0.365 -0.163
C -0.836347 2.862292 0.180951 -0.770 1.721 0.741 -0.187
C -1.704344 -1.092492 -0.019397 0.946 0.583 -0.826 -0.480
C -0.642900 1.754011 -0.171792 1.131 -3.715 -0.424 -0.466
C 2.549655 -0.598882 0.102441 -0.081 -0.591 0.505 -0.294
C 1.248625 -0.692611 0.374059 0.727 0.783 1.778 -0.677
Si -0.253205 -0.039855 -0.558818 -1.431 1.188 -2.297 1.307
H -3.407378 -2.453497 0.464021 -0.786 -0.652 0.031 0.228
H -1.208342 3.745189 0.593913 -0.012 0.994 0.147 0.227
H 3.432645 -0.872000 0.721093 -1.158 0.233 -0.015 0.206
H 2.798335 -0.241235 -0.831011 0.899 0.538 -2.177 0.177
H 1.149633 -0.840207 1.476801 -0.967 -0.460 -0.876 0.240
H -0.500622 0.320380 -2.461592 0.884 -1.209 3.048 -0.119
```
Forces are in eV/Å.

## Properties
total energy = -521.508003 hartree
2S+1 = 1
orbital gap = 10.19 eV
ΔE to the lowest compared entry with this formula, charge and spin = 32.9 kcal/mol

[2]
C6H70NO33S as an isolated structure at a distorted geometry. Source: the OMol25 dataset; level of theory: the ωB97M-V functional and the def2-TZVPD basis.

The geometry in XYZ format:
```
111
Properties=species:S:1:pos:R:3:forces:R:3:lowdin_charge:R:1
C 0.216234 1.979649 -3.771369 -1.518 6.380 -0.342 -0.025
O -0.922766 1.973649 -2.845369 0.229 0.856 -4.180 -0.178
C -0.565766 1.775649 -1.552369 -0.633 -6.141 -2.209 -0.204
C -1.783766 1.126649 -0.909369 0.725 3.922 3.875 -0.079
N -1.395766 0.486649 0.330631 -1.343 -5.403 2.249 -0.006
H -0.752766 1.208649 0.925631 -0.015 -1.850 -2.133 -0.053
H -1.987766 0.344649 1.168631 -1.138 0.946 -1.487 0.119
C -0.964766 -0.950351 0.283631 3.569 1.606 -2.719 -0.072
C -0.338766 -1.487351 1.511631 2.733 1.775 1.013 -0.190
O 0.496234 -2.602351 1.237631 0.730 0.099 0.561 -0.215
C 0.734234 -3.430351 2.394631 -1.989 1.667 1.622 -0.062
H -0.035766 2.242649 -4.860369 -0.646 -0.960 1.618 0.090
H 0.620234 1.067649 -3.672369 2.223 -2.952 0.080 0.008
H 0.848234 2.988649 -3.590369 -0.701 -2.646 0.336 0.123
H -0.385766 2.585649 -1.071369 1.429 5.528 2.702 0.053
H 0.352234 1.140649 -1.563369 -0.453 -0.061 0.510 0.137
H -2.428766 0.619649 -1.469369 -1.833 -2.889 -2.731 0.089
H -2.487766 1.956649 -0.573369 1.740 -0.571 -0.882 0.121
H -0.178766 -1.050351 -0.526369 -0.841 0.103 0.529 0.155
H -1.754766 -1.555351 0.021631 -1.994 -1.228 -0.834 0.112
H -1.083766 -1.878351 2.065631 -2.713 -0.954 2.497 0.074
H 0.186234 -0.690351 2.183631 -0.679 -1.415 -1.447 0.147
H -0.214766 -3.988351 2.564631 1.014 -0.430 -0.354 0.087
H 0.860234 -2.909351 3.428631 -0.036 0.078 -1.944 0.108
H 1.644234 -3.961351 2.252631 0.250 -0.873 -0.411 0.052
S -0.202766 2.577649 2.207631 1.081 4.923 8.414 0.276
O -1.120766 3.680649 2.120631 -1.493 0.786 -0.140 -0.283
O -0.699766 1.575649 3.174631 -0.695 -0.820 -1.135 -0.338
O -0.040766 2.066649 0.903631 3.679 0.052 -4.203 -0.257
O 1.070234 3.031649 2.705631 1.890 0.016 -0.124 -0.313
O 3.681234 2.741649 -2.182369 0.715 -0.608 -0.907 -0.120
H 4.385234 3.363649 -1.880369 -1.730 -0.487 -0.080 0.057
H 2.791234 2.922649 -1.782369 2.312 0.503 -1.152 -0.005
O 2.964234 -0.878351 -0.822369 0.714 3.395 -2.649 -0.134
H 3.867234 -0.434351 -1.003369 -2.349 -0.683 0.364 0.130
H 2.531234 -0.257351 -0.095369 1.426 -1.212 -2.291 0.095
O -3.946766 0.952649 0.549631 -3.313 -5.503 -1.684 0.049
H -3.930766 1.701649 0.078631 -0.251 4.774 -1.906 -0.041
H -3.604766 0.948649 1.369631 1.413 0.926 4.423 -0.035
O -3.867766 -2.382351 2.235631 6.824 2.049 -14.098 0.097
H -3.546766 -1.501351 2.333631 0.777 1.321 -0.247 0.013
H -4.219766 -2.525351 2.929631 -7.543 -3.498 14.301 -0.122
O -3.097766 -5.241351 2.227631 -1.027 3.128 -1.671 -0.098
H -3.123766 -4.225351 2.025631 -0.641 -2.436 -0.227 0.055
H -2.476766 -5.119351 2.911631 1.508 -0.657 1.735 -0.077
O 0.345234 0.646649 -7.126369 -1.470 0.535 2.313 0.012
H 1.212234 0.968649 -7.126369 1.996 0.647 -0.347 0.051
H 0.085234 0.356649 -7.958369 -0.395 -0.801 -2.390 0.045
O 1.473234 6.127649 -2.260369 -1.542 4.124 -4.648 -0.006
H 0.901234 5.643649 -2.872369 -0.058 0.371 -0.046 -0.002
H 1.671234 5.540649 -1.648369 1.625 -4.419 4.764 -0.098
O 2.323234 3.832649 -0.514369 -0.410 4.689 1.974 -0.078
H 2.505234 4.296649 0.359631 -0.694 -1.018 -1.540 0.125
H 2.360234 2.908649 -0.362369 -0.180 -1.293 0.818 -0.088
O 0.107234 5.199649 -4.558369 0.414 -0.142 1.178 -0.012
H 0.840234 5.057649 -5.136369 0.795 -0.097 -0.559 0.045
H -0.633766 5.332649 -5.115369 -1.315 0.167 -0.743 0.041
O 3.207234 -6.077351 3.143631 3.325 1.178 5.067 -0.085
H 3.041234 -6.057351 4.216631 0.381 0.354 -4.255 0.111
H 2.461234 -6.431351 2.796631 -3.689 -1.796 -1.627 -0.027
O 1.214234 -4.340351 -0.762369 -1.488 -1.349 1.799 -0.058
H 1.152234 -3.751351 0.027631 0.452 0.257 -1.602 0.010
H 1.767234 -4.127351 -1.482369 1.010 1.170 -0.515 -0.002
O 1.766234 -1.056351 -3.505369 5.340 0.880 2.391 -0.082
H 2.110234 -0.769351 -2.585369 -0.905 -0.818 -1.107 0.080
H 2.626234 -0.945351 -4.023369 -1.630 -0.304 0.865 0.115
O -0.012766 -0.973351 -4.926369 -1.773 1.408 -3.146 -0.145
H 0.090234 -0.266351 -5.666369 -0.015 -2.206 2.137 0.014
H 0.831234 -1.196351 -4.498369 -1.019 0.432 -0.528 -0.104
O -3.034766 3.541649 -3.408369 -3.566 -1.377 -1.476 -0.072
H -2.123766 3.382649 -3.401369 2.271 -0.562 0.373 -0.021
H -3.440766 2.623649 -3.640369 1.269 2.113 0.868 0.050
O 2.131234 -4.962351 5.201631 -2.671 2.151 2.352 -0.140
H 1.824234 -5.471351 5.981631 0.484 0.008 -0.508 0.062
H 1.618234 -4.057351 5.466631 1.806 -1.691 -0.926 0.077
O 1.034234 -2.560351 6.227631 -0.920 -1.413 2.037 -0.052
H 0.693234 -1.766351 5.840631 -0.233 1.535 -1.458 0.003
H 0.392234 -2.666351 6.981631 1.089 -0.146 -0.985 0.094
O 2.541234 -0.845351 3.709631 6.804 -0.645 -1.167 0.098
H 2.760234 -1.083351 2.814631 -0.017 -1.069 -1.669 0.040
H 2.763234 0.086649 3.672631 0.623 0.627 0.320 0.119
O 0.595234 -0.326351 4.333631 -3.842 0.485 2.173 -0.129
H 0.266234 0.382649 3.750631 -0.032 0.083 0.681 -0.033
H 1.541234 -0.556351 4.139631 -3.090 -0.044 0.507 -0.223
O 2.465234 1.448649 0.010631 -0.619 -0.264 1.482 -0.072
H 1.525234 1.589649 0.352631 0.891 -0.047 0.253 0.071
H 3.080234 1.848649 0.665631 -0.737 -0.699 -0.121 0.119
O -2.724766 0.009649 3.276631 2.195 1.161 -7.707 0.034
H -1.935766 0.544649 3.411631 0.790 0.770 0.095 0.005
H -3.073766 -0.194351 4.025631 -3.336 -1.871 7.418 -0.039
O -1.860766 2.613649 -7.229369 -3.379 -0.496 -0.088 -0.078
H -1.108766 2.111649 -6.992369 1.368 -1.056 0.497 -0.056
H -2.649766 1.997649 -7.029369 2.015 1.573 -0.413 0.087
O 4.343234 -3.793351 2.317631 -0.274 0.683 -5.035 0.031
H 3.627234 -4.394351 2.366631 -0.864 -1.625 0.786 -0.005
H 4.683234 -3.611351 3.118631 1.509 0.701 4.442 0.011
O -1.167766 -5.312351 4.276631 4.376 -1.990 1.560 -0.187
H -1.076766 -6.370351 4.296631 -0.110 3.673 -0.063 0.121
H -0.150766 -4.939351 4.546631 -4.126 -1.825 -1.224 0.111
O 3.139234 -1.714351 1.126631 1.181 -3.482 9.534 -0.111
H 3.602234 -2.578351 1.592631 -1.197 2.690 -1.289 0.081
H 3.298234 -1.768351 0.252631 0.782 -0.778 -4.295 -0.118
O -2.583766 4.018649 0.063631 1.187 -2.376 0.179 -0.056
H -1.931766 3.670649 0.725631 -0.404 1.056 0.287 0.013
H -2.599766 4.939649 0.112631 0.579 2.295 0.436 0.038
O -4.431766 1.124649 -3.598369 1.356 -2.036 7.208 0.030
H -4.094766 0.211649 -3.457369 -0.321 1.070 -0.456 0.101
H -4.571766 1.286649 -4.435369 -1.231 0.750 -7.003 -0.047
O -4.577766 3.822649 -1.181369 -5.162 -2.080 -4.087 -0.082
H -4.023766 4.150649 -0.547369 2.650 0.693 1.315 -0.099
H -4.294766 3.654649 -2.125369 0.745 0.929 2.272 0.023
```
Forces are in eV/Å.

## Properties
total energy = -3206.017046 hartree
2S+1 = 1
orbital gap = 8.14 eV
ΔE to the lowest compared entry with this formula, charge and spin = 29.9 kcal/mol
charge = -1

[3]
C6H7AgLiO5 as an isolated structure at a distorted geometry. Source: the OMol25 dataset; level of theory: the ωB97M-V functional and the def2-TZVPD basis.

The geometry in XYZ format:
```
20
Properties=species:S:1:pos:R:3:forces:R:3:lowdin_spin:R:1
O 2.482720 -0.520141 0.592226 0.649 0.336 0.523 0.002
C 1.600932 -0.165944 -0.207544 -0.678 0.416 0.871 0.003
O 0.779412 0.764908 0.027751 -0.438 0.547 -0.203 0.003
O 1.481410 -0.882605 -1.342780 0.669 -0.248 -0.490 0.020
C 0.590526 -0.465977 -2.312467 -1.239 -0.811 -0.202 0.114
C -0.162434 -1.388969 -2.965044 1.858 1.168 -0.717 -0.019
H 0.534515 0.615072 -2.449321 -0.267 -0.276 0.157 0.006
H 0.244793 -2.391427 -3.119210 -0.579 0.124 0.666 0.010
H -0.864111 -1.032913 -3.721408 0.162 -0.065 0.285 -0.004
Ag 2.294193 1.300564 2.335650 -0.339 -1.030 -1.361 0.000
C -1.304582 -2.757625 -1.054383 -0.494 -0.113 0.536 0.655
C -2.600507 -2.026569 -1.047707 -0.169 -0.081 -0.043 0.096
O -2.382642 -0.676083 -0.688848 1.318 -0.323 -0.288 0.004
C -3.511572 0.154228 -0.442489 -0.960 0.729 0.034 0.002
O -3.102116 1.326241 -0.429485 0.419 -0.288 0.117 0.001
H -0.596345 -2.504065 -0.260633 -0.082 -0.228 -0.393 0.032
H -1.297621 -3.758528 -1.490682 0.172 0.327 0.150 0.031
H -3.312767 -2.463952 -0.321917 0.106 0.040 -0.204 0.034
H -3.075350 -2.077103 -2.043027 0.029 -0.015 0.277 0.011
Li -1.169157 0.869305 -0.652990 -0.137 -0.209 0.285 0.000
```
Forces are in eV/Å.

## Properties
⟨S²⟩ = 0.765
total energy = -763.400077 hartree
2S+1 = 2
orbital gap (alpha / beta) = 3.85 / 3.86 eV

total energy of number 2 (C6H70NO33S)?
-3206.017046 hartree